No. 1
ORCA calculation (ωB97M-V/def2-TZVPD) on a structure of composition C45H51AsN6O8SSr.

Last column: Löwdin charge in e.
Atoms and positions in Å:
Sr (-0.082, 0.865, 0.961)  1.363
C (-2.934, 4.342, -0.342)  -0.082
O (-3.881, 3.543, -1.045)  -0.106
C (-4.380, 2.439, -0.393)  -0.250
C (-5.729, 2.208, -0.499)  -0.050
C (-6.311, 1.052, 0.040)  -0.141
C (-5.498, 0.157, 0.701)  -0.097
C (-4.115, 0.361, 0.837)  -0.147
C (-3.379, -0.683, 1.535)  -0.113
N (-2.116, -0.755, 1.735)  -0.026
N (-1.768, -1.924, 2.423)  0.038
C (-0.476, -2.040, 2.593)  -0.542
O (0.446, -1.220, 2.263)  -0.227
C (-0.065, -3.310, 3.296)  -0.130
C (1.259, -3.484, 3.681)  -0.037
C (1.667, -4.643, 4.329)  -0.094
C (0.751, -5.650, 4.593)  -0.120
C (-0.575, -5.487, 4.206)  -0.105
C (-0.980, -4.328, 3.564)  -0.041
C (-3.495, 1.519, 0.271)  -0.341
O (-2.246, 1.748, 0.313)  -0.209
H (-3.050, 5.357, -0.728)  0.079
H (-1.917, 3.990, -0.500)  0.078
H (-3.140, 4.339, 0.731)  0.096
H (-6.327, 2.940, -1.031)  0.106
H (-7.375, 0.874, -0.054)  0.078
H (-5.923, -0.745, 1.131)  0.095
H (-3.988, -1.510, 1.916)  0.110
H (1.961, -2.693, 3.462)  0.075
H (2.703, -4.756, 4.627)  0.095
H (1.065, -6.557, 5.097)  0.087
H (-1.296, -6.272, 4.406)  0.090
H (-2.006, -4.181, 3.254)  0.099
C (-0.850, 1.909, -4.250)  -0.046
O (-0.153, 0.874, -4.951)  -0.093
C (-0.732, -0.367, -4.961)  -0.238
C (-1.850, -0.628, -5.736)  -0.025
C (-2.363, -1.915, -5.827)  -0.111
C (-1.741, -2.949, -5.144)  -0.101
C (-0.629, -2.691, -4.356)  -0.026
C (-0.115, -1.403, -4.243)  -0.185
N (1.016, -1.124, -3.457)  0.138
C (0.863, -0.108, -2.445)  -0.405
N (1.753, 0.889, -2.616)  0.146
C (1.940, 2.122, -1.922)  -0.242
C (1.525, 2.339, -0.611)  -0.163
C (1.858, 3.611, -0.100)  -0.170
C (2.547, 4.574, -0.819)  -0.122
C (2.949, 4.313, -2.129)  -0.065
C (2.639, 3.082, -2.678)  -0.235
O (2.996, 2.709, -3.965)  -0.117
C (3.630, 3.673, -4.763)  -0.112
N (0.008, -0.184, -1.493)  0.097
C (-0.861, -1.300, -1.406)  -0.217
C (-0.447, -2.495, -0.837)  -0.033
C (-1.337, -3.547, -0.647)  -0.094
C (-2.657, -3.398, -1.029)  -0.094
C (-3.094, -2.210, -1.607)  -0.024
C (-2.206, -1.162, -1.796)  -0.231
O (-2.538, 0.020, -2.368)  -0.082
C (-3.877, 0.193, -2.789)  -0.062
H (-0.232, 2.800, -4.345)  0.090
H (-0.976, 1.662, -3.196)  0.083
H (-1.830, 2.091, -4.702)  0.084
H (-2.303, 0.193, -6.279)  0.115
H (-3.242, -2.105, -6.431)  0.090
H (-2.138, -3.955, -5.194)  0.095
H (-0.179, -3.482, -3.768)  0.115
H (1.421, -1.946, -3.018)  0.112
H (2.224, 0.815, -3.503)  0.134
H (1.579, 3.853, 0.925)  0.072
H (2.792, 5.531, -0.369)  0.086
H (3.492, 5.059, -2.693)  0.085
H (3.785, 3.214, -5.738)  0.086
H (4.599, 3.971, -4.346)  0.088
H (3.010, 4.568, -4.880)  0.090
H (0.587, -2.587, -0.532)  0.095
H (-0.998, -4.459, -0.172)  0.098
H (-3.368, -4.199, -0.865)  0.093
H (-4.131, -2.104, -1.890)  0.104
H (-3.945, 1.218, -3.146)  0.098
H (-4.577, 0.066, -1.960)  0.075
H (-4.120, -0.502, -3.600)  0.090
N (5.084, 2.477, 6.597)  -0.257
C (4.334, 2.632, 5.715)  -0.490
O (2.977, -1.915, -1.185)  -0.522
S (2.847, -0.925, -0.056)  0.909
C (4.245, 0.229, -0.216)  -0.289
C (5.422, -0.279, 0.632)  -0.216
C (5.107, -1.711, 1.068)  -0.238
C (3.617, -1.715, 1.370)  -0.322
H (3.879, 1.213, 0.078)  0.079
H (4.436, 0.246, -1.289)  0.093
H (5.531, 0.355, 1.514)  0.113
H (6.359, -0.224, 0.075)  0.103
H (5.697, -2.013, 1.935)  0.109
H (5.307, -2.414, 0.256)  0.105
H (3.363, -1.107, 2.241)  0.078
H (3.153, -2.695, 1.468)  0.089
C (-0.701, 0.456, 5.164)  -0.193
As (0.817, 1.484, 4.568)  0.980
C (2.324, 0.299, 4.606)  -0.222
C (1.051, 2.891, 5.853)  -0.240
O (0.482, 2.100, 3.065)  -0.642
H (-0.524, 0.029, 6.152)  0.038
H (-0.887, -0.339, 4.443)  0.010
H (-1.567, 1.116, 5.192)  0.038
H (2.758, 0.281, 5.603)  0.023
H (3.077, 0.709, 3.937)  0.016
H (1.974, -0.675, 4.270)  0.000
H (1.769, 2.588, 6.612)  0.004
H (0.079, 3.140, 6.281)  0.024
H (1.470, 3.745, 5.327)  0.026

Results
Relative energy (zero: lowest compared OMol25 entry of this formula, charge and spin): 0.0 kJ/mol
Gap between HOMO and LUMO: 6.4 eV
HOMO: -2.46 eV
DFT total energy: -145325.0549 eV
LUMO energy: 3.96 eV
Maximum force: 0.0063 Eh/bohr
Net charge: -2

***

No. 2
ORCA calculation (ωB97M-V/def2-TZVPD) on a cluster of 5 separate species, C45H51ClF10N6O6S3 in total at a distorted geometry.

Last column: Löwdin charge in e.
Atoms and positions in Å:
C (2.768, -2.718, 0.839)  0.016
C (4.187, -1.986, 1.038)  -0.354
O (4.901, -1.655, 0.050)  0.042
O (4.594, -1.732, 2.397)  -0.105
C (4.342, -0.329, 2.692)  -0.158
C (2.765, 0.065, 2.715)  -0.086
C (2.136, 1.191, 1.784)  -0.036
C (3.028, 1.993, 0.705)  -0.158
C (3.140, 3.580, 1.000)  -0.260
C (4.649, 4.165, 0.908)  -0.553
Cl (5.004, 5.072, 2.464)  0.479
C (0.585, 1.545, 1.914)  -0.022
C (-0.035, 2.686, 0.971)  -0.157
O (-1.409, 2.465, 0.557)  -0.139
C (-1.555, 1.345, -0.336)  -0.223
O (-2.023, 1.757, -1.659)  -0.171
C (-2.557, 0.573, -2.361)  -0.163
C (-4.159, 0.767, -2.442)  -0.194
O (-4.911, -0.473, -2.260)  -0.112
C (-0.224, 0.729, 2.972)  -0.070
N (-1.667, 1.065, 3.144)  0.148
C (-1.787, 2.252, 3.708)  -0.175
O (-1.990, 3.224, 4.454)  0.116
C (0.346, -0.419, 3.876)  -0.113
C (1.874, -0.741, 3.730)  -0.316
S (2.549, -2.085, 4.849)  0.916
C (1.076, -3.237, 4.975)  -0.375
C (1.192, -4.781, 5.142)  0.003
C (-0.073, -5.728, 5.216)  -0.160
F (0.038, -7.146, 5.383)  -0.035
C (-1.488, -5.072, 5.099)  -0.474
S (-3.005, -6.178, 5.129)  0.668
C (-1.587, -3.500, 4.962)  0.025
C (-0.331, -2.557, 4.905)  -0.181
N (-0.595, -1.105, 4.787)  -0.113
C (-0.662, -0.474, 6.148)  -0.155
C (-2.049, 0.271, 6.482)  -0.155
C (-3.338, -0.346, 5.712)  -0.195
C (-4.444, 0.823, 5.665)  -0.077
C (-5.813, 0.384, 4.889)  -0.278
F (-6.999, 0.840, 5.556)  0.048
F (-5.848, -1.068, 5.036)  0.017
C (-5.780, 0.649, 3.310)  -0.285
F (-6.691, -0.310, 2.714)  0.039
F (-4.506, 0.361, 2.707)  0.042
S (-6.319, 2.333, 2.722)  1.011
F (-6.746, 3.827, 2.091)  -0.163
F (-4.725, 2.640, 2.200)  -0.203
F (-5.929, 3.108, 4.148)  -0.164
F (-7.921, 2.108, 3.129)  -0.152
F (-6.591, 1.688, 1.172)  -0.186
H (1.909, -1.976, 1.072)  0.090
H (2.702, -3.029, -0.259)  0.096
H (2.689, -3.591, 1.578)  0.096
H (4.721, -0.101, 3.765)  0.145
H (4.954, 0.309, 1.966)  0.120
H (2.469, 1.869, -0.306)  0.119
H (4.072, 1.554, 0.544)  0.096
H (2.611, 3.899, 1.983)  0.105
H (2.542, 4.115, 0.158)  0.107
H (4.703, 4.905, 0.022)  0.087
H (5.351, 3.288, 0.690)  0.080
H (-0.026, 3.670, 1.572)  0.146
H (0.576, 2.885, 0.009)  0.128
H (-0.603, 0.719, -0.478)  0.152
H (-2.387, 0.663, 0.107)  0.148
H (-2.083, 0.454, -3.414)  0.124
H (-2.237, -0.375, -1.775)  0.129
H (-4.485, 1.506, -1.607)  0.134
H (-4.396, 1.282, -3.436)  0.119
H (-4.832, -0.780, -1.321)  0.098
H (2.206, -5.301, 5.229)  0.105
H (-2.956, -6.756, 3.843)  -0.104
H (-2.630, -3.009, 4.876)  0.099
H (0.196, 0.297, 6.210)  0.135
H (-0.432, -1.261, 6.960)  0.137
H (-2.281, 0.160, 7.616)  0.126
H (-1.973, 1.401, 6.263)  0.096
H (-3.730, -1.213, 6.377)  0.127
H (-3.128, -0.666, 4.634)  0.091
H (-3.998, 1.773, 5.210)  0.102
H (-4.763, 1.042, 6.753)  0.147
C (-5.498, 3.473, -7.109)  -0.112
C (-6.051, 4.602, -6.455)  -0.111
C (-5.209, 4.929, -5.420)  -0.138
N (-4.170, 4.037, -5.422)  0.000
C (-4.337, 3.148, -6.451)  -0.151
H (-5.904, 2.956, -7.966)  0.092
H (-6.964, 5.118, -6.713)  0.092
H (-5.259, 5.717, -4.684)  0.107
H (-3.402, 4.034, -4.768)  0.144
H (-3.616, 2.364, -6.626)  0.087
C (0.239, -1.769, -6.244)  -0.116
C (-0.868, -2.576, -6.604)  -0.107
C (-1.954, -1.743, -6.737)  -0.134
N (-1.540, -0.466, -6.465)  -0.001
C (-0.206, -0.473, -6.171)  -0.156
H (1.251, -2.098, -6.058)  0.078
H (-0.872, -3.646, -6.749)  0.093
H (-2.981, -1.949, -6.998)  0.108
H (-2.129, 0.352, -6.481)  0.126
H (0.312, 0.444, -5.932)  0.102
C (4.984, -3.477, -7.072)  -0.110
C (5.651, -3.175, -5.859)  -0.118
C (5.163, -1.969, -5.413)  -0.148
N (4.233, -1.531, -6.314)  0.004
C (4.112, -2.446, -7.325)  -0.146
H (5.124, -4.352, -7.690)  0.092
H (6.404, -3.773, -5.365)  0.087
H (5.399, -1.385, -4.536)  0.096
H (3.715, -0.670, -6.242)  0.144
H (3.418, -2.285, -8.136)  0.108
C (8.935, -0.097, -1.962)  -0.119
C (7.905, -0.495, -1.072)  -0.113
C (7.142, -1.434, -1.723)  -0.142
N (7.671, -1.614, -2.974)  0.007
C (8.767, -0.807, -3.127)  -0.143
H (9.713, 0.628, -1.772)  0.087
H (7.740, -0.134, -0.067)  0.086
H (6.273, -1.987, -1.407)  0.076
H (7.308, -2.244, -3.672)  0.113
H (9.329, -0.806, -4.049)  0.104

Results
Relative energy (zero: lowest compared OMol25 entry of this formula, charge and spin): 1376.8 kJ/mol
Gap between HOMO and LUMO: 6.5 eV
SMILES string: CC(=O)OCc1c(CCCCl)c(COCOCCO)c(N=C=O)c2c1Sc1cc(F)c(S)cc1N2CCCCC(F)(F)C(F)(F)S(F)(F)(F)(F)F.c1cc[nH]c1.c1cc[nH]c1.c1cc[nH]c1.c1cc[nH]c1
HOMO: -8.02 eV
DFT total energy: -140902.0254 eV
LUMO energy: -1.56 eV
Maximum force: 0.1344 Eh/bohr